Here is a cluster of 5 separate species, C28H52BrN3O14P2S2 in total from the OMol25 dataset. Energies are from the ωB97M-V functional and the def2-TZVPD basis.

Structure (ORCA input):
```
! wB97M-V def2-TZVPD RIJCOSX def2/J DEFGRID3
* xyz 0 1
Br -2.1428 5.4825 -0.1316
S 5.8341 2.9459 -1.0096
S 4.4836 0.2573 -0.7686
P 0.7126 3.5285 -0.6105
P -0.7774 4.9384 -1.8374
O -8.7835 -5.4001 -4.3360
O 10.5919 2.3684 2.3802
O -10.2879 -4.9907 2.6146
O -8.3976 -4.6239 3.7803
O -10.4603 -4.1641 -3.4837
O 11.0411 0.4217 1.3405
O -9.1291 -3.3427 -5.1059
O -4.6456 0.7520 1.0605
O -10.3651 -4.4572 4.8002
O -6.5859 -4.0479 0.8509
O 12.6829 1.8958 1.7938
O -4.5558 -4.5953 0.0447
O -0.0291 6.3908 -2.0937
O -6.4162 -4.9687 -1.1653
N 1.6463 2.3512 0.3753
N -2.8535 -0.3324 0.1790
N 7.1211 0.6921 -1.0636
C 7.2655 -0.7581 -1.2576
C -7.9349 -5.2658 -5.4818
C -9.3827 -4.3847 5.8386
C -8.1239 -4.0443 5.0613
C 0.5903 2.3338 -2.0052
C -7.8890 -3.9288 0.2543
C 5.8343 1.1632 -0.9462
C 2.8011 2.0566 2.5739
C -5.7407 -4.5431 -0.0778
C -2.8084 0.5432 -1.0004
C 1.6015 2.6486 1.8090
C -9.7381 -4.7186 3.6331
C 4.1402 3.4114 -1.4017
C -0.6803 1.4486 -2.0457
C 3.5076 4.3337 -0.3561
C 8.0793 1.2442 -0.0692
C -9.5523 -4.2886 -4.2388
C 11.4055 3.3684 3.0033
C -1.7045 1.6162 -0.9177
C 2.0834 4.7461 -0.7334
C -4.2916 -1.5168 1.7416
C -7.8205 -4.9479 -0.8628
C 6.8085 -1.2070 -2.6389
C -3.9933 -0.2591 0.9718
C -7.8759 -3.7596 -5.6594
C 11.4050 1.4577 1.7932
C 7.5561 1.1899 1.3653
C 12.6967 3.2647 2.2121
H 8.3641 1.3611 2.0748
H 0.6700 2.2808 2.2583
H 7.4645 -0.7642 -3.3927
H -3.7793 1.0204 -1.1376
H 4.2269 3.9858 -2.3314
H 1.4680 1.6873 -1.9354
H -7.9851 -2.9697 4.9358
H 1.7787 5.6371 -0.1766
H -8.0103 -2.9094 -0.1162
H 2.5022 1.2454 3.2397
H 3.5501 1.6850 1.8728
H -1.1997 1.5936 -2.9967
H 4.0966 5.2612 -0.3783
H 0.6804 2.8906 -2.9408
H 6.7867 1.9473 1.5245
H 3.5372 2.5315 -1.6164
H -4.2907 -2.3985 1.1019
H -2.1875 2.5912 -1.0266
H 0.1263 6.8897 -1.2804
H 6.8828 -2.2926 -2.7232
H -1.2316 1.5397 0.0636
H 6.7787 -1.3251 -0.4564
H -8.1244 -5.9421 -0.5335
H 5.7886 -0.8953 -2.8560
H 3.2824 2.8170 3.1954
H 3.6074 3.9418 0.6545
H 1.6120 3.7381 1.9353
H -9.6686 -3.6304 6.5657
H 7.1237 0.2014 1.5428
H 8.3378 -0.9516 -1.1896
H 8.3159 2.2720 -0.3601
H -8.6680 -4.1462 0.9784
H 1.2509 1.4251 0.2373
H -3.5092 -1.6393 2.4967
H -6.9703 -5.7230 -5.2814
H 10.9215 4.3377 2.9267
H 11.5354 3.1074 4.0544
H 13.5890 3.4631 2.7986
H 12.6934 3.9009 1.3259
H 9.0012 0.6701 -0.1371
H -2.6332 -0.0882 -1.8767
H 2.1083 5.0549 -1.7846
H -5.2415 -1.4275 2.2635
H -0.3561 0.4021 -2.0334
H -0.2168 3.6440 0.4588
H -7.0700 -3.3042 -5.0819
H -8.4092 -5.7671 -6.3267
H -7.8053 -3.4414 -6.6954
H -7.2203 -4.4808 5.4766
H -2.7125 -1.3001 -0.0820
H -9.3192 -5.3579 6.3277
H -8.3953 -4.6742 -1.7413
*
```

Output
Highest occupied orbital energy: -7.20 eV
Orbital gap: 0.27925 Ha
Relative energy (zero: lowest compared OMol25 entry of this formula, charge and spin): 5.6 kcal per mole
LUMO energy: 0.40 eV
E: -173305.8111 eV
Structure (SMILES): CCN[PH](CCCCNC(C)=O)(CCCSC(=S)N(CC)CC)P(O)Br.O=C1OCCO1.O=C1OCCO1.O=C1OCCO1.O=C1OCCO1

Here are the Mulliken charges for atoms 1 to 99, given in e: number 1, Br, carries -0.280; number 2, S, carries -0.167; number 3, S, carries -0.221; number 4, P, carries 0.654; number 5, P, carries 0.135; number 6, O, carries -0.326; number 7, O, carries -0.271; number 8, O, carries -0.532; number 9, O, carries -0.254; number 10, O, carries -0.529; number 11, O, carries -0.499; number 12, O, carries -0.337; number 13, O, carries -0.627; number 14, O, carries -0.335; number 15, O, carries -0.314; number 16, O, carries -0.347; number 17, O, carries -0.584; number 18, O, carries -0.437; number 19, O, carries -0.351; number 20, N, carries -0.346; number 21, N, carries -0.263; number 22, N, carries 0.188; number 23, C, carries -0.484; number 24, C, carries -0.281; number 25, C, carries -0.321; number 26, C, carries -0.317; number 27, C, carries -1.035; number 28, C, carries 0.004; number 29, C, carries 0.018; number 30, C, carries -0.947; number 31, C, carries 0.728; number 32, C, carries -0.940; number 33, C, carries -0.695; number 34, C, carries 0.656; number 35, C, carries -0.070; number 36, C, carries -0.953; number 37, C, carries -0.669; number 38, C, carries -0.974; number 39, C, carries 0.704; number 40, C, carries -0.329; number 41, C, carries 0.528; number 42, C, carries -1.182; number 43, C, carries -0.789; number 44, C, carries 0.116; number 45, C, carries -1.195; number 46, C, carries 0.695; number 47, C, carries -0.302; number 48, C, carries 0.654; number 49, C, carries -0.815; number 50, C, carries -0.323; number 51, H, carries 0.379; number 52, H, carries 0.416; number 53, H, carries 0.313; number 54, H, carries 0.397; number 55, H, carries 0.359; number 56, H, carries 0.287; number 57, H, carries 0.269; number 58, H, carries 0.287; number 59, H, carries 0.248; number 60, H, carries 0.351; number 61, H, carries 0.055; number 62, H, carries 0.275; number 63, H, carries 0.566; number 64, H, carries 0.776; number 65, H, carries 0.251; number 66, H, carries -0.228; number 67, H, carries -0.013; number 68, H, carries -0.149; number 69, H, carries 0.296; number 70, H, carries 0.387; number 71, H, carries 0.062; number 72, H, carries 0.336; number 73, H, carries 0.257; number 74, H, carries 0.311; number 75, H, carries 0.301; number 76, H, carries 0.108; number 77, H, carries 0.387; number 78, H, carries 0.298; number 79, H, carries 0.275; number 80, H, carries 0.436; number 81, H, carries 0.347; number 82, H, carries 0.034; number 83, H, carries 0.287; number 84, H, carries 0.347; number 85, H, carries 0.286; number 86, H, carries 0.299; number 87, H, carries 0.261; number 88, H, carries 0.294; number 89, H, carries 0.257; number 90, H, carries 0.495; number 91, H, carries 0.480; number 92, H, carries 0.646; number 93, H, carries 0.285; number 94, H, carries 0.405; number 95, H, carries 0.083; number 96, H, carries 0.259; number 97, H, carries 0.259; number 98, H, carries 0.289; number 99, H, carries 0.289

Here is a cluster of 3 separate species, C5H10O2 in total from the OMol25 dataset. Energies are from the ωB97M-V functional and the def2-TZVPD basis.

Structure (ORCA input):
```
! wB97M-V def2-TZVPD RIJCOSX def2/J DEFGRID3
* xyz 0 1
O -1.3412 -0.1804 -1.0885
O 2.6585 0.4471 0.2415
C -0.8046 -1.1884 0.9315
C -0.7713 0.1227 1.1397
C 2.0053 -0.4224 -0.2808
C -1.2800 -1.4584 -0.4708
C -1.2243 0.8394 -0.1025
H 1.9229 2.6302 -0.2800
H -2.1929 1.3417 0.0511
H -0.5560 -1.9684 1.6434
H 1.2552 -0.2152 -1.0680
H 2.1257 -1.4880 0.0013
H -2.2685 -1.9450 -0.4799
H 1.6060 3.2751 -0.4813
H -0.5064 1.5926 -0.4526
H -0.5949 -2.0961 -1.0478
H -0.4796 0.6328 2.0513
*
```

Output
Highest occupied orbital energy: -9.39 eV
Orbital gap: 0.37737 Ha
Relative energy (zero: lowest compared OMol25 entry of this formula, charge and spin): 87.5 kcal per mole
LUMO energy: 0.88 eV
E: -9439.2477 eV
Structure (SMILES): C1=CCOC1.[H][H].C=O

Quick look at the Mulliken charges, all values in e: number 1, O, carries -0.383; number 2, O, carries -0.416; number 3, C, carries -0.381; number 4, C, carries -0.268; number 5, C, carries -0.089; number 6, C, carries -0.408; number 7, C, carries -0.282; number 8, H, carries -0.212; number 9, H, carries 0.286; number 10, H, carries 0.421; number 11, H, carries 0.224; number 12, H, carries 0.264; number 13, H, carries 0.279; number 14, H, carries 0.208; number 15, H, carries 0.126; number 16, H, carries 0.233; number 17, H, carries 0.399

Here is a cluster of 2 separate species, H4NPS2 in total from the OMol25 dataset. Energies are from the ωB97M-V functional and the def2-TZVPD basis.

Structure (ORCA input):
```
! wB97M-V def2-TZVPD RIJCOSX def2/J DEFGRID3
* xyz 0 1
S 2.0436 0.3281 -0.1745
S -0.6501 -2.6189 -0.1859
P 0.3253 0.3849 0.9496
N -0.5110 1.5875 0.1357
H -0.8643 1.3849 -0.8476
H -1.5352 -2.3770 -1.1030
H 2.4766 -0.6566 0.4415
H -1.2848 1.9672 0.7841
*
```

Output
Highest occupied orbital energy (spin up / spin down): -7.52 / -8.51 eV
Orbital gap (spin up / spin down): 0.21152 / 0.27307 Ha
Relative energy (zero: lowest compared OMol25 entry of this formula, charge and spin): 53.4 kcal per mole
LUMO energy (spin up / spin down): -1.76 / -1.08 eV
E: -32512.5374 eV

Quick look at the Mulliken charges, all values in e: number 1, S, carries -0.139; number 2, S, carries -0.395; number 3, P, carries 0.256; number 4, N, carries -0.535; number 5, H, carries 0.297; number 6, H, carries 0.063; number 7, H, carries 0.159; number 8, H, carries 0.294

Here is a structure of composition C15H21MgN5O6S from the OMol25 dataset. Energies are from the ωB97M-V functional and the def2-TZVPD basis.

Structure (ORCA input):
```
! wB97M-V def2-TZVPD RIJCOSX def2/J DEFGRID3
* xyz -2 1
S -2.1312 -0.1301 2.1613
Mg -1.1665 -0.2652 -0.1797
O -2.4740 -1.2150 1.2148
O -1.5000 -1.7178 -1.4490
O 0.4212 -0.6213 0.8019
O -3.0601 0.0692 3.2433
O -1.8312 1.0660 1.3541
O -0.7924 -0.5635 2.8697
N -1.9640 -2.7426 -2.0009
N -1.9900 -5.7516 -3.6158
N 1.4837 0.1858 2.6885
N 1.5023 -3.4427 -2.3408
N 0.9938 -2.1243 2.4723
C 0.7411 3.9562 -3.1546
C 2.0260 -1.3253 4.5171
C 0.1337 2.2675 -4.8969
C -0.9038 1.1884 -1.7048
C -1.6021 -4.7989 -3.0947
C -1.0794 -3.6236 -2.4435
C 0.1930 -3.1545 1.8260
C 0.3519 -3.4837 -2.3572
C -0.6658 2.0174 -2.5802
C 1.5878 0.0770 4.1329
C 0.5801 -0.7824 2.0813
C 1.1824 1.5518 2.2890
C -1.6119 3.8069 -3.9859
C 1.0622 -2.3293 3.9101
C -0.3583 2.9969 -3.6372
H 2.3225 0.8133 4.4711
H 2.0562 -1.4319 5.6055
H 0.3372 1.9761 2.8508
H -0.8492 -3.1604 2.1713
H 0.9327 1.5789 1.2317
H 0.9967 4.6828 -3.9363
H -1.9716 4.3462 -3.1062
H -2.4109 3.1418 -4.3227
H 1.4072 -3.3504 4.0892
H 1.6368 3.3936 -2.8856
H 0.0718 -2.2274 4.3821
H -0.6339 1.5798 -5.2568
H 0.4062 4.4952 -2.2658
H -1.3958 4.5315 -4.7815
H 0.6312 0.3181 4.6220
H 0.3740 2.9824 -5.6944
H 3.0266 -1.5066 4.1149
H 1.0238 1.6800 -4.6657
H 2.0658 2.1741 2.4626
H 0.6424 -4.1264 2.0418
H 0.2014 -3.0019 0.7508
*
```

Output
Highest occupied orbital energy: -2.97 eV
Orbital gap: 0.28367 Ha
Relative energy (zero: lowest compared OMol25 entry of this formula, charge and spin): 10.9 kcal per mole
LUMO energy: 4.75 eV
E: -51913.1411 eV

Quick look at the Mulliken charges, all values in e: number 1, S, carries 1.516; number 2, Mg, carries 0.904; number 3, O, carries -0.756; number 4, O, carries -0.245; number 5, O, carries -1.207; number 6, O, carries -0.727; number 7, O, carries -0.717; number 8, O, carries -0.203; number 9, N, carries -0.395; number 10, N, carries -0.586; number 11, N, carries -0.061; number 12, N, carries -0.541; number 13, N, carries 0.004; number 14, C, carries -1.635; number 15, C, carries -0.748; number 16, C, carries -1.624; number 17, C, carries -1.632; number 18, C, carries 0.159; number 19, C, carries 0.580; number 20, C, carries -0.905; number 21, C, carries 0.248; number 22, C, carries 0.630; number 23, C, carries -0.635; number 24, C, carries 0.402; number 25, C, carries -1.051; number 26, C, carries -1.596; number 27, C, carries -0.667; number 28, C, carries 2.295; number 29, H, carries 0.440; number 30, H, carries 0.405; number 31, H, carries 0.278; number 32, H, carries 0.290; number 33, H, carries 0.296; number 34, H, carries 0.365; number 35, H, carries 0.373; number 36, H, carries 0.379; number 37, H, carries 0.451; number 38, H, carries 0.375; number 39, H, carries 0.267; number 40, H, carries 0.369; number 41, H, carries 0.368; number 42, H, carries 0.345; number 43, H, carries 0.274; number 44, H, carries 0.358; number 45, H, carries 0.304; number 46, H, carries 0.379; number 47, H, carries 0.364; number 48, H, carries 0.419; number 49, H, carries 0.094

Here is the molecule C2H3NO2 from the OMol25 dataset. Energies are from the ωB97M-V functional and the def2-TZVPD basis.

Structure (ORCA input):
```
! wB97M-V def2-TZVPD RIJCOSX def2/J DEFGRID3
* xyz 0 1
O -0.3120 2.1610 -0.8930
O -0.2729 -0.6131 1.2914
N 0.9848 -0.2299 -0.6771
C -0.3042 -0.2737 -0.0539
C -0.4970 1.1975 -0.2713
H -1.0212 -0.5860 -0.8805
H 1.7708 -0.0786 -0.0618
H -0.3483 -1.5773 1.5461
*
```

Output
Highest occupied orbital energy (spin up / spin down): -8.41 / -8.40 eV
Orbital gap (spin up / spin down): 0.30304 / 0.30285 Ha
Relative energy (zero: lowest compared OMol25 entry of this formula, charge and spin): 97.3 kcal per mole
LUMO energy (spin up / spin down): -0.16 / -0.16 eV
E: -7703.6248 eV

Quick look at the Mulliken charges, all values in e: number 1, O, carries -0.287; number 2, O, carries -0.491; number 3, N, carries -0.711; number 4, C, carries 0.550; number 5, C, carries 0.195; number 6, H, carries 0.215; number 7, H, carries 0.207; number 8, H, carries 0.323

Here is the molecule C5H4FNO from the OMol25 dataset. Energies are from the ωB97M-V functional and the def2-TZVPD basis.

Structure (ORCA input):
```
! wB97M-V def2-TZVPD RIJCOSX def2/J DEFGRID3
* xyz 0 1
F 2.1398 -0.4611 0.9071
O 1.3781 1.4935 1.3960
N 0.3632 2.3887 1.0365
C -0.0199 0.3451 0.0194
C 1.1169 0.3405 0.7482
C -0.3964 1.7074 0.2417
C -0.7288 -0.7098 -0.7761
C -0.4496 -1.9599 -0.7050
H 0.3694 -2.3121 -0.0372
H -0.9298 -2.7104 -1.2920
H -1.5740 -0.3233 -1.3272
H -1.2689 2.2015 -0.2112
*
```

Output
Highest occupied orbital energy: -9.44 eV
Orbital gap: 0.37822 Ha
Relative energy (zero: lowest compared OMol25 entry of this formula, charge and spin): 54.0 kcal per mole
LUMO energy: 0.85 eV
E: -11502.2331 eV
Structure (SMILES): C=Cc1cnoc1F

Quick look at the Mulliken charges, all values in e: number 1, F, carries -0.235; number 2, O, carries -0.162; number 3, N, carries -0.378; number 4, C, carries 0.609; number 5, C, carries 0.508; number 6, C, carries -0.456; number 7, C, carries -0.215; number 8, C, carries -0.793; number 9, H, carries 0.182; number 10, H, carries 0.285; number 11, H, carries 0.287; number 12, H, carries 0.368